1.
The following is a quantum chemistry calculation of a 2-piece molecular cluster, C3H5N3 overall, from the Open Molecules 2025 dataset.

Atoms and positions in Å:
N  -1.9248  -0.1547  0.4044
C  -0.7624  -0.7502  0.0877
C  0.2421  -1.4473  -0.0417
C  1.9170  -0.0080  -0.0057
N  1.3568  1.0597  -0.1118
N  0.2093  1.5814  -0.1354
H  -2.7290  -0.7610  0.4646
H  -2.0798  0.7511  -0.0092
H  0.7601  -2.3175  -0.3866
H  2.8021  -0.3171  0.5282
H  0.2087  2.3636  -0.7945

Values from the calculation:
relative energy (zero: lowest compared OMol25 entry of this formula, charge and spin): 567.12 kJ/mol
2S+1: 1
orbital gap: 0.33101 Ha
HOMO level: -8.14 eV

Population analysis type Löwdin, resulting atomic charges in e: N 0.05; C -0.27; C 0.00; C 0.02; N -0.20; N 0.04; H 0.09; H 0.07; H 0.04; H 0.07; H 0.06

2.
The following is a quantum chemistry calculation of one molecule with the formula C2H3NO2S, from the Open Molecules 2025 dataset.

Atoms and positions in Å:
C  1.3699  0.2407  0.0375
C  1.1384  -1.0638  0.0386
N  0.8848  1.3512  0.1028
O  -1.6601  1.2941  -0.7502
O  -0.8113  -0.2409  1.1030
S  -0.8442  1.1434  0.6990
H  0.7616  -1.5234  -1.0122
H  1.3715  -1.8402  0.7889
H  -2.2106  0.6390  -1.0074

Values from the calculation:
relative energy (zero: lowest compared OMol25 entry of this formula, charge and spin): 396.17 kJ/mol
2S+1: 1
orbital gap: 0.35389 Ha
HOMO level: -9.18 eV

Population analysis type Löwdin, resulting atomic charges in e: C -0.31; C -0.01; N -0.10; O -0.26; O -0.48; S 0.96; H 0.13; H 0.07; H -0.01

3.
The following is a quantum chemistry calculation of a 9-piece molecular cluster, C13H44N4O9 overall, from the Open Molecules 2025 dataset.

Atoms and positions in Å:
C  2.3978  -1.6161  4.5229
C  1.0510  -2.2649  4.2840
O  1.3398  -3.4103  3.5675
H  2.7755  -1.1451  3.6273
H  3.0614  -2.2620  5.0371
H  2.3258  -0.7611  5.1440
H  0.3087  -1.6840  3.7410
H  0.5741  -2.5257  5.2196
H  1.4090  -3.1627  2.5885
C  1.6455  0.8507  1.0576
C  0.4429  1.2125  0.1325
O  0.6643  0.6057  -1.0740
H  1.5525  -0.1770  1.4578
H  1.6551  1.3731  2.0620
H  2.5273  1.0014  0.5153
H  0.4113  2.3239  -0.1001
H  -0.5854  0.9260  0.5092
H  -0.2035  0.5382  -1.4810
C  -0.6291  -2.5664  0.9866
C  0.4870  -2.7947  0.0580
O  1.7253  -2.4935  0.6277
H  -0.7744  -3.3086  1.7360
H  -1.5668  -2.5960  0.4417
H  -0.4195  -1.5922  1.4651
H  0.3924  -2.2211  -0.8325
H  0.4254  -3.8278  -0.1973
H  2.1825  -2.1681  -0.1694
C  -2.3890  3.8820  2.2352
C  -3.9307  4.1282  2.1528
O  -4.6471  2.9657  2.3325
H  -2.0082  3.1664  1.5348
H  -2.1999  3.4658  3.2532
H  -1.7846  4.7885  2.1027
H  -4.1592  4.4967  1.1755
H  -4.1845  4.9029  2.8237
H  -4.2091  2.2918  1.7962
C  3.2701  -2.1198  -2.5385
O  4.5360  -2.7766  -2.7129
N  3.0328  -1.3448  -1.5252
N  2.2574  -2.3493  -3.3503
H  3.8933  -1.2225  -0.9366
H  2.2276  -0.6784  -1.4685
H  2.4639  -2.9508  -4.0968
H  1.2989  -2.0670  -3.2745
C  -1.2923  -1.7308  -2.7733
O  -1.5906  -0.7088  -1.8968
N  -0.4905  -1.6967  -3.8288
N  -1.8956  -2.8829  -2.7321
H  -0.0632  -0.7610  -4.0412
H  -0.4093  -2.4491  -4.4794
H  -2.4484  -3.1318  -1.8614
H  -1.7579  -3.6689  -3.3486
C  1.7630  1.3688  -3.9978
O  0.5054  0.7253  -4.1368
H  2.5347  0.6931  -3.7304
H  1.6102  2.2034  -3.3143
H  2.0655  1.7295  -4.9583
H  0.0650  1.1766  -4.8751
C  -1.0475  3.4828  -2.7852
O  -1.8191  3.6970  -3.9605
H  -1.5877  3.8589  -1.8902
H  -0.0520  3.9535  -2.8783
H  -0.8873  2.3883  -2.6299
H  -2.6718  4.0910  -3.7768
C  -1.3285  0.7051  3.6588
O  -1.7193  -0.4922  4.3376
H  -2.3002  1.1145  3.3814
H  -0.6917  0.4243  2.7321
H  -0.7533  1.3756  4.3494
H  -2.3814  -0.2983  5.0058

Values from the calculation:
relative energy (zero: lowest compared OMol25 entry of this formula, charge and spin): 114.40 kJ/mol
2S+1: 1
orbital gap: 0.33552 Ha
HOMO level: -9.09 eV

Population analysis type Löwdin, resulting atomic charges in e: C -0.07; C -0.34; O -0.10; H 0.06; H 0.07; H 0.05; H 0.07; H 0.11; H 0.08; C -0.06; C -0.33; O -0.13; H 0.05; H 0.09; H 0.05; H 0.12; H 0.12; H 0.03; C -0.06; C -0.35; O -0.08; H 0.07; H 0.07; H 0.07; H 0.07; H 0.11; H 0.03; C -0.07; C -0.33; O -0.06; H 0.04; H 0.07; H 0.07; H 0.09; H 0.10; H 0.09; C -0.57; O -0.17; N 0.14; N 0.18; H 0.17; H 0.11; H 0.10; H 0.05; C -0.59; O -0.10; N 0.13; N 0.16; H 0.07; H 0.12; H 0.15; H 0.12; C -0.10; O -0.15; H 0.07; H 0.08; H 0.08; H 0.12; C -0.16; O -0.12; H 0.09; H 0.08; H 0.06; H 0.07; C -0.14; O -0.15; H 0.06; H 0.08; H 0.09; H 0.08

4.
The following is a quantum chemistry calculation of one molecule with the formula C20H29N3O3S, from the Open Molecules 2025 dataset.

Atoms and positions in Å:
O  -0.0925  -0.2427  0.5240
C  0.9527  0.2325  0.1079
N  1.7619  -0.4740  -0.7143
C  2.9697  0.0468  -1.3209
C  4.1248  0.0771  -0.3689
C  4.9104  1.1330  -0.0245
C  5.9142  0.7953  0.9122
C  5.8727  -0.5113  1.2701
S  4.6137  -1.3627  0.4675
H  6.5029  -1.0370  1.9592
H  6.6285  1.4986  1.3002
H  4.7821  2.1215  -0.4285
H  3.2087  -0.5985  -2.1717
H  2.7984  1.0550  -1.7086
C  1.3775  -1.8376  -1.0334
H  2.2738  -2.4524  -1.1370
H  0.7891  -2.2119  -0.1902
C  0.5267  -1.9104  -2.3080
O  -0.5518  -1.0173  -2.2861
H  -0.8867  -0.9589  -1.3798
H  0.1733  -2.9470  -2.4276
H  1.1211  -1.6461  -3.1887
C  1.4194  1.6212  0.5030
H  1.5959  2.2161  -0.3940
C  0.3431  2.3188  1.3390
C  -0.8640  2.5007  0.4956
N  -0.9145  3.0388  -0.6788
N  -2.1883  2.9211  -1.1127
C  -2.8511  2.3147  -0.1848
O  -2.0655  2.0313  0.8805
C  -4.2618  1.8715  -0.2218
H  -4.6758  1.9091  0.7861
H  -4.8164  2.5532  -0.8665
C  -4.3576  0.4454  -0.7904
H  -5.4136  0.1746  -0.8608
H  -3.9438  0.4590  -1.8011
C  -3.6154  -0.6124  0.0332
C  -4.2655  -0.8515  1.3972
C  -3.4872  -1.9034  2.1826
C  -3.4257  -3.2161  1.4093
C  -2.7809  -2.9830  0.0474
C  -3.5630  -1.9342  -0.7377
H  -4.5814  -2.2936  -0.9088
H  -3.0978  -1.7750  -1.7128
H  -2.7390  -3.9182  -0.5161
H  -1.7580  -2.6314  0.1990
H  -2.8537  -3.9560  1.9739
H  -4.4368  -3.6077  1.2725
H  -3.9565  -2.0633  3.1563
H  -2.4717  -1.5388  2.3518
H  -4.2882  0.0754  1.9730
H  -5.2966  -1.1870  1.2552
H  -2.5868  -0.2804  0.2036
H  0.0712  1.7105  2.2020
H  0.7104  3.2898  1.6762
H  2.3517  1.5424  1.0654

Values from the calculation:
relative energy (zero: lowest compared OMol25 entry of this formula, charge and spin): 75.75 kJ/mol
2S+1: 1
orbital gap: 0.35750 Ha
HOMO level: -9.17 eV

Population analysis type Löwdin, resulting atomic charges in e: O 0.05; C -0.42; N -0.06; C -0.16; C -0.52; C -0.14; C -0.19; C -0.41; S 1.04; H 0.06; H 0.10; H 0.11; H 0.13; H 0.13; C -0.13; H 0.11; H 0.12; C -0.24; O -0.06; H 0.05; H 0.12; H 0.12; C -0.08; H 0.12; C -0.09; C -0.36; N 0.10; N 0.10; C -0.35; O 0.13; C -0.10; H 0.12; H 0.12; C -0.15; H 0.12; H 0.12; C -0.34; C -0.16; C -0.19; C -0.21; C -0.20; C -0.17; H 0.12; H 0.11; H 0.11; H 0.10; H 0.11; H 0.11; H 0.11; H 0.12; H 0.11; H 0.12; H 0.12; H 0.13; H 0.13; H 0.12

5.
The following is a quantum chemistry calculation of a 2-piece molecular cluster, C5H13NO3 overall, from the Open Molecules 2025 dataset.

Atoms and positions in Å:
C  0.6233  -0.8773  -0.7109
C  2.0952  -0.7605  -1.0492
O  2.8098  -1.6025  -0.1039
C  0.3213  0.1427  0.3922
N  -1.0041  0.4981  0.6858
C  -1.1994  1.0084  2.0281
C  -1.9815  -0.5246  0.3371
O  1.2414  0.6357  1.0179
H  0.3186  -1.8761  -0.3798
H  -0.0607  -0.6220  -1.5401
H  2.4912  -1.1812  -1.9753
H  2.5685  0.2277  -0.9898
H  2.6156  -1.2296  0.7564
H  -2.0092  1.7300  2.1307
H  -1.2397  0.2668  2.8433
H  -0.3113  1.5925  2.3330
H  -1.8487  -1.1235  -0.5474
H  -2.9898  -0.0866  0.2845
H  -2.3406  -1.2145  1.1112
H  -0.1859  1.4573  -1.4890
H  0.3155  2.1522  -2.6909
O  -0.2296  1.3870  -2.4438

Values from the calculation:
relative energy (zero: lowest compared OMol25 entry of this formula, charge and spin): 162.17 kJ/mol
2S+1: 1
orbital gap: 0.38699 Ha
HOMO level: -9.82 eV

Population analysis type Löwdin, resulting atomic charges in e: C -0.10; C -0.22; O -0.09; C -0.45; N -0.13; C -0.07; C -0.08; O 0.06; H 0.13; H 0.10; H 0.12; H 0.12; H 0.06; H 0.09; H 0.10; H 0.09; H 0.08; H 0.09; H 0.09; H 0.01; H 0.06; O -0.05